1.
{"formula": "C27H50HfOP2", "method": "wB97M-V/def2-TZVPD", "symbols": ["Hf", "C", "C", "C", "C", "C", "C", "H", "H", "H", "C", "H", "H", "H", "C", "H", "H", "H", "C", "H", "H", "H", "C", "H", "H", "H", "C", "C", "C", "C", "C", "C", "C", "C", "H", "H", "H", "H", "H", "H", "H", "H", "H", "H", "H", "H", "P", "C", "C", "P", "C", "C", "C", "H", "H", "H", "H", "H", "H", "H", "H", "H", "H", "H", "H", "H", "H", "C", "C", "C", "C", "O", "H", "H", "H", "H", "H", "H", "H", "H", "H"], "coordinates": [[0.1061, -0.2290, 1.7404], [-0.8191, -2.2762, 2.6807], [0.5031, -2.6228, 2.2129], [0.7368, -1.1468, 3.9931], [-0.6660, -1.3732, 3.7914], [1.4568, -1.8945, 3.0032], [-2.1006, -2.9232, 2.2802], [-2.0654, -3.3066, 1.2531], [-2.9295, -2.2072, 2.3371], [-2.3391, -3.7666, 2.9483], [-1.7358, -0.8891, 4.7014], [-2.7273, -1.1874, 4.3478], [-1.7238, 0.2065, 4.7708], [-1.5982, -1.2817, 5.7207], [1.3199, -0.4518, 5.1726], [1.2983, -1.0968, 6.0661], [0.7609, 0.4617, 5.4089], [2.3621, -0.1612, 4.9908], [2.9339, -2.0680, 2.9830], [3.2677, -2.7731, 3.7608], [3.4363, -1.1110, 3.1630], [3.2817, -2.4458, 2.0161], [0.8325, -3.7269, 1.2688], [1.0313, -4.6612, 1.8223], [1.7275, -3.4953, 0.6750], [0.0086, -3.9195, 0.5698], [-1.6609, 0.7992, -4.5273], [-1.7640, -0.5338, -4.6452], [-0.9841, -1.4183, -5.5733], [0.4586, -0.9571, -5.9223], [1.2832, -0.4776, -4.7695], [1.3726, 0.7930, -4.3377], [0.6062, 1.9744, -4.8486], [-0.8187, 1.6890, -5.3900], [-1.5291, -1.5528, -6.5245], [0.4130, -0.2058, -6.7233], [-0.9327, -2.4229, -5.1236], [-0.7462, 1.3004, -6.4153], [-2.3183, 1.3334, -3.8301], [-2.5780, -1.0507, -4.1201], [-1.3306, 2.6637, -5.4602], [0.5315, 2.7092, -4.0304], [2.1362, 1.0570, -3.5944], [1.1766, 2.4838, -5.6455], [0.9710, -1.8361, -6.3491], [1.9231, -1.2497, -4.3228], [-1.2112, -0.3535, -0.5068], [-2.6873, 0.6355, -0.8648], [-1.3331, -1.8751, -1.5013], [1.7101, 0.2040, -0.2972], [0.1760, 0.6038, -1.3118], [2.6208, -0.9479, -1.3708], [2.7418, 1.6946, -0.3373], [-2.7360, 1.4440, -0.1177], [-3.5749, -0.0037, -0.7401], [-2.6625, 1.0637, -1.8778], [-1.3514, -1.6435, -2.5775], [-2.2622, -2.3915, -1.2180], [-0.4934, -2.5526, -1.2857], [2.8095, 2.1109, -1.3521], [3.7459, 1.4115, 0.0146], [2.3440, 2.4518, 0.3530], [-0.0298, 1.6841, -1.2632], [0.2862, 0.3051, -2.3611], [3.6419, -1.0411, -0.9674], [2.6680, -0.5822, -2.4100], [2.1555, -1.9440, -1.3610], [-0.4595, 2.8717, 4.3895], [-0.5729, 2.8360, 2.8713], [-1.9804, 3.2569, 2.4554], [0.4398, 3.7634, 2.2072], [-0.3173, 1.4882, 2.4192], [-0.7114, 3.8665, 4.7882], [0.5606, 2.6389, 4.7144], [-1.1501, 2.1436, 4.8361], [-2.2000, 4.2771, 2.8124], [-2.0882, 3.2505, 1.3618], [-2.7337, 2.5786, 2.8802], [1.4647, 3.5181, 2.5125], [0.3675, 3.6684, 1.1130], [0.2546, 4.8161, 2.4676]], "mulliken_charge": [0.587, 0.601, 0.811, 0.866, 0.736, 0.351, -1.621, 0.315, 0.446, 0.330, -1.308, 0.406, 0.049, 0.316, -1.538, 0.323, 0.307, 0.364, -1.738, 0.343, 0.424, 0.348, -1.528, 0.338, 0.323, 0.337, -0.189, -0.808, -0.701, -1.075, 0.157, -0.672, -0.789, -1.118, 0.359, 0.286, 0.329, 0.339, 0.544, 0.858, 0.439, 0.324, 0.717, 0.400, 0.436, 0.386, 0.997, -0.874, -0.781, 0.818, 0.167, -1.231, -1.193, 0.243, 0.475, 0.058, -0.301, 0.556, 0.184, 0.376, 0.452, 0.198, 0.574, -0.998, 0.544, 0.310, 0.240, -1.330, 1.354, -1.477, -1.458, -0.543, 0.467, 0.341, 0.243, 0.429, 0.295, 0.384, 0.337, 0.280, 0.460], "total_charge": 2, "multiplicity": 1, "gap_ev": 7.03}

=====

2.
{"formula": "C27H50NO12S4Si", "method": "wB97M-V/def2-TZVPD", "symbols": ["C", "Si", "C", "C", "O", "C", "C", "N", "C", "C", "C", "C", "O", "O", "C", "O", "C", "H", "H", "H", "H", "H", "H", "H", "H", "H", "H", "H", "H", "H", "H", "H", "H", "H", "H", "C", "C", "C", "S", "O", "O", "C", "H", "H", "H", "H", "H", "H", "H", "H", "C", "C", "C", "S", "O", "O", "C", "H", "H", "H", "H", "H", "H", "H", "H", "C", "C", "C", "S", "O", "O", "C", "H", "H", "H", "H", "H", "H", "H", "H", "C", "C", "C", "S", "O", "O", "C", "H", "H", "H", "H", "H", "H", "H", "H"], "coordinates": [[-4.6606, -3.6204, 2.8240], [-6.2688, -2.9172, 2.1496], [-7.6607, -4.1900, 2.1155], [-5.9187, -2.4652, 0.3553], [-6.8114, -1.4765, 2.8793], [-6.5217, -1.2298, 4.2301], [-5.7537, 0.1015, 4.3079], [-4.5881, 0.0560, 3.4104], [-4.6391, 0.5608, 2.1997], [-3.5685, 0.4668, 1.3840], [-2.4307, -0.1352, 1.8075], [-1.3236, -0.2059, 0.7796], [-1.3583, -1.0351, -0.1079], [-0.3582, 0.7293, 0.8791], [-2.3853, -0.6638, 3.0786], [-1.3142, -1.3074, 3.5882], [-3.4897, -0.5402, 3.8612], [-3.8146, -3.1385, 2.3398], [-4.5625, -3.6301, 3.9069], [-4.6435, -4.6680, 2.5278], [-7.4564, -4.9255, 2.8868], [-7.6742, -4.6424, 1.1299], [-8.6001, -3.6784, 2.3032], [-6.7910, -2.0246, -0.1198], [-5.0601, -1.8061, 0.2555], [-5.7098, -3.3857, -0.1887], [-7.4408, -1.0434, 4.7856], [-6.0064, -2.0376, 4.7517], [-5.4591, 0.3572, 5.3191], [-6.4507, 0.8470, 3.9495], [-5.5729, 1.0027, 1.9053], [-3.6503, 0.8795, 0.3957], [-0.2575, 1.1071, -0.0208], [-1.4053, -1.2348, 4.5451], [-3.4997, -0.9496, 4.8556], [1.9061, -1.6387, 1.7805], [3.1707, -2.1302, 1.0618], [4.2935, -2.2023, 2.1121], [3.4818, -2.4923, 3.6984], [3.6873, -1.3369, 4.5343], [3.7683, -3.8199, 4.1687], [1.8174, -2.4335, 3.0521], [1.0092, -1.7693, 1.1760], [1.9974, -0.5778, 2.0262], [2.9909, -3.1269, 0.6540], [3.4442, -1.4822, 0.2307], [4.9875, -3.0152, 1.9156], [4.8364, -1.2625, 2.1881], [1.1597, -1.9760, 3.7859], [1.5112, -3.4614, 2.8537], [3.0194, 4.2221, -2.9246], [2.0220, 5.0365, -2.0892], [0.6436, 4.3824, -2.2502], [0.9588, 2.6471, -2.5866], [0.5012, 2.3367, -3.9127], [0.5355, 1.8475, -1.4500], [2.7407, 2.7601, -2.5958], [4.0517, 4.4843, -2.7031], [2.8484, 4.4052, -3.9872], [2.3203, 5.0104, -1.0384], [1.9967, 6.0805, -2.3959], [0.0395, 4.4671, -1.3498], [0.0989, 4.7883, -3.1003], [3.1441, 2.0643, -3.3276], [3.0956, 2.5029, -1.5975], [-1.2840, -3.0021, -4.6225], [-1.1568, -2.7612, -3.1127], [-2.2413, -3.5921, -2.4198], [-2.5569, -4.9995, -3.4919], [-3.9045, -4.9015, -3.9903], [-2.0751, -6.1996, -2.8593], [-1.4249, -4.5127, -4.7912], [-0.4244, -2.6170, -5.1685], [-2.1767, -2.5009, -5.0029], [-0.1709, -3.0879, -2.7752], [-1.2542, -1.7064, -2.8617], [-1.9213, -3.9550, -1.4463], [-3.1717, -3.0357, -2.3196], [-1.8310, -4.8078, -5.7557], [-0.4788, -5.0220, -4.6105], [7.9708, 5.2886, -0.6004], [9.0721, 5.7037, -1.5843], [8.5653, 5.3943, -2.9990], [6.7747, 5.5086, -2.9255], [6.2189, 4.1983, -3.1704], [6.3287, 6.6615, -3.6615], [6.6718, 5.8501, -1.1705], [8.1609, 5.6656, 0.4031], [7.9142, 4.1991, -0.5462], [9.2622, 6.7741, -1.4872], [10.0084, 5.1863, -1.3831], [8.9328, 6.1077, -3.7319], [8.8203, 4.3820, -3.3064], [5.7790, 5.3831, -0.7594], [6.6203, 6.9316, -1.0487]], "mulliken_charge": [-0.953, 0.572, -1.163, -0.902, -0.464, -0.231, -1.070, 0.223, -0.277, -0.424, 0.655, -0.299, -0.517, -0.452, 0.639, -0.263, -0.400, 0.123, 0.349, 0.461, 0.349, 0.325, 0.315, 0.404, 0.081, 0.346, 0.452, 0.267, 0.400, 0.368, 0.354, 0.605, 0.661, 0.334, 0.371, 0.175, -0.853, -0.690, 1.183, -0.663, -0.669, -0.577, -0.263, 0.239, 0.359, 0.350, 0.410, 0.357, 0.190, 0.416, 0.131, -0.667, -0.732, 0.996, -0.686, -0.728, -0.757, -0.386, 0.373, 0.273, 0.408, 0.395, 0.357, 0.452, 0.385, -0.695, -0.398, -0.513, 1.167, -0.655, -0.677, -0.732, 0.370, 0.328, 0.246, 0.209, 0.326, 0.262, 0.412, 0.351, -0.650, -0.643, -0.636, 1.175, -0.672, -0.696, -0.595, 0.368, 0.306, 0.305, 0.331, 0.346, 0.346, 0.301, 0.396], "total_charge": 1, "multiplicity": 1, "gap_ev": 7.57}